No. 1
DFT (the ωB97M-V functional and the def2-TZVPD basis) results for a molecular structure, C20H52B3MgO10S5.

Output
- E_HOMO (spin up / spin down): -10.0 / -10.0 eV
- Charge: 0
- Spin multiplicity: 2
- <S²>: 0.754

Each line ends with the Mulliken charge.
Geometry (Å):
S (15.2439, 11.2132, 8.7446)  1.064
S (13.2802, 3.4332, 5.4562)  0.930
S (6.9388, 2.1201, 7.3047)  1.140
S (9.0594, 8.7223, 6.6170)  1.021
S (12.6338, 3.6368, 13.2312)  1.140
Mg (12.3135, 4.3193, 8.5066)  -3.244
O (9.9140, 9.8465, 6.9098)  -0.580
O (12.8997, 4.0908, 6.7073)  -0.775
O (7.0710, 2.6015, 8.6553)  -0.626
O (6.3103, 0.8455, 7.0780)  -0.670
O (8.1320, 8.1965, 7.5981)  -0.653
O (13.2269, 4.2126, 4.1762)  -0.752
O (13.6794, 3.4134, 12.2414)  -0.567
O (16.1162, 12.2506, 8.2373)  -0.630
O (12.6509, 2.9941, 14.5656)  -0.693
O (15.6672, 10.2858, 9.8096)  -0.625
C (9.2643, 8.8348, 3.9179)  -0.778
C (14.6677, 10.0857, 7.3975)  -1.004
C (8.8402, 3.5272, 5.9157)  -0.031
C (13.5327, 11.7396, 9.1070)  -0.683
C (10.2474, 4.8924, 12.3005)  -0.501
C (13.2010, 9.5578, 7.8194)  0.603
C (15.1370, 2.8918, 5.5240)  -0.955
C (12.7821, 1.6951, 5.3289)  -0.323
C (10.9214, 3.4935, 12.4100)  -0.658
C (8.1463, 9.0139, 5.0102)  -0.692
C (6.3538, 3.3806, 6.0533)  -0.816
C (11.3136, 5.9806, 12.5609)  -0.034
C (12.4758, 5.4548, 13.4130)  -0.988
C (12.5399, 10.6608, 8.6368)  -0.591
C (10.0951, 7.3267, 5.7857)  0.958
C (8.6520, 2.1816, 6.6480)  -0.086
C (10.2918, 7.7087, 4.3159)  -0.522
C (13.9561, 0.7870, 4.7849)  -0.634
C (7.5056, 3.7662, 5.1117)  -0.925
C (15.2046, 1.3787, 5.4732)  -0.609
B (11.2493, 2.4871, 8.5998)  2.647
B (11.4796, 6.0768, 8.5530)  2.199
B (13.9961, 4.2276, 9.6783)  1.894
H (7.4373, 4.7691, 4.6900)  0.331
H (12.3183, 2.4845, 8.7463)  -0.159
H (13.9710, 0.8234, 3.6956)  0.321
H (7.5187, 3.1389, 4.2204)  0.388
H (14.0663, 4.7848, 8.7570)  -0.117
H (5.3779, 3.0601, 5.6886)  0.483
H (15.5098, 9.4948, 7.0371)  0.501
H (15.3726, 3.0986, 4.4800)  0.395
H (11.9433, 1.7727, 4.6373)  0.533
H (11.1675, 7.1097, 8.5602)  -0.350
H (8.8982, 8.4868, 2.9520)  0.379
H (7.4897, 9.8787, 5.1057)  0.504
H (10.9211, 2.9076, 11.4908)  0.087
H (12.1238, 10.1140, 9.4830)  0.257
H (9.2695, 2.0191, 7.5314)  -0.372
H (15.3483, 1.0775, 6.5109)  0.314
H (13.0073, 4.0275, 10.0609)  -0.241
H (13.4945, 5.8413, 13.3811)  0.484
H (9.5450, 6.3861, 5.7587)  -0.484
H (12.2733, 5.5776, 14.4770)  0.385
H (6.2094, 4.1817, 6.7781)  0.338
H (10.7228, 5.4117, 8.1668)  -0.487
H (11.7346, 5.7050, 9.5333)  -0.451
H (14.4281, 10.7269, 6.5493)  0.343
H (10.8663, 1.4990, 8.8029)  -0.280
H (11.0969, 2.7684, 7.5693)  -1.006
H (16.0809, 1.0804, 4.8976)  0.408
H (13.4192, 12.6678, 8.5469)  0.333
H (7.5282, 8.1178, 4.9569)  0.274
H (11.3405, 8.0058, 4.3216)  0.305
H (10.8898, 7.0954, 6.4950)  -0.487
H (12.3595, 6.0218, 7.9309)  0.174
H (14.3375, 3.2196, 9.5001)  0.084
H (9.7617, 5.0455, 11.3368)  0.232
H (8.7507, 1.4190, 5.8755)  0.440
H (10.5600, 2.9763, 13.2988)  0.601
H (12.6555, 9.2012, 6.9457)  -0.052
H (9.7038, 9.8066, 3.6932)  0.305
H (12.3590, 1.3686, 6.2789)  0.115
H (11.6648, 11.0522, 8.1180)  0.266
H (14.6123, 4.7884, 10.3638)  -0.122
H (9.4372, 4.8048, 13.0245)  0.406
H (11.7317, 6.3846, 11.6390)  -0.260
H (8.8238, 4.3331, 6.6495)  -0.103
H (10.1791, 6.8577, 3.6442)  0.367
H (13.8228, -0.2267, 5.1627)  0.318
H (10.7270, 6.8267, 12.9189)  0.483
H (10.8697, 3.2826, 9.2222)  -0.277
H (9.7275, 3.8000, 5.3444)  0.438
H (15.7590, 3.4653, 6.2113)  0.433
H (13.6070, 11.9239, 10.1787)  0.411
H (13.2235, 8.6735, 8.4563)  -0.141

---

No. 2
DFT (the ωB97M-V functional and the def2-TZVPD basis) results for C10H21NO4 in the gas phase.

Output
- E_HOMO: -8.6 eV
- Charge: 0
- SMILES: C1COCCOCCOCCOCCN1

Each line ends with the Mulliken charge.
Geometry (Å):
O (0.9350, 0.3226, -1.8678)  -0.025
O (-1.4535, 1.9847, -1.6755)  -0.441
O (2.7246, -0.3410, 0.6186)  -0.437
O (-1.7182, -0.1890, 0.7037)  -0.148
N (0.1549, -2.3110, 2.4263)  -0.365
C (-1.2359, 0.6983, -2.3575)  0.054
C (2.2811, 0.4169, -1.9005)  -0.666
C (1.3876, -0.1926, 1.0565)  0.588
C (0.9012, -1.7301, 1.2151)  -1.495
C (2.9911, -0.4831, -0.7802)  -0.370
C (-1.1430, 2.0884, -0.2657)  -0.622
C (-0.9677, -1.4614, 2.6703)  -0.230
C (0.0910, 0.8664, -2.8866)  -0.672
C (-2.1746, -1.3027, 1.5893)  -0.629
C (-2.0091, 1.1879, 0.7775)  -0.404
H (-2.1527, 0.6369, -3.0322)  0.302
H (0.7466, -2.5113, 3.1820)  0.309
H (0.1720, 0.2400, -3.8962)  0.285
H (-1.3373, -0.0878, -1.5122)  0.047
H (-1.3036, -1.6456, 3.7789)  0.405
H (1.3857, 0.3769, 2.0832)  0.327
H (-3.0711, 1.6400, 0.4009)  0.298
H (-0.0886, 2.1173, 0.0672)  0.356
H (-0.9373, -0.2189, 2.7969)  0.067
H (2.8436, 0.2430, -2.8990)  0.342
H (-3.1673, -0.7739, 1.8979)  0.298
H (4.1781, -0.2820, -0.6494)  0.255
H (-2.3157, -2.2366, 1.0016)  0.259
H (1.6828, -2.2254, 1.2081)  1.069
H (0.1403, 2.0118, -3.1180)  0.299
H (2.5584, -1.4097, -1.3466)  0.227
H (-1.8274, 1.7935, 1.7920)  0.250
H (2.4405, 1.4878, -1.6199)  0.350
H (0.6705, 0.3788, 0.3492)  -0.465
H (0.3322, -2.1396, 0.2795)  0.186
H (-1.7145, 3.0501, -0.0876)  0.398

---

No. 3
DFT (the ωB97M-V functional and the def2-TZVPD basis) results for a molecular structure, C17H36BeBrCl3N3O16V.

Output
- E_HOMO: -6.3 eV
- Charge: 0

Each line ends with the Mulliken charge.
Geometry (Å):
Br (1.9252, 1.7030, 2.8063)  0.129
V (1.4472, -5.4264, 8.4837)  1.436
Cl (0.5932, -0.4691, 2.9395)  -0.038
Cl (1.3876, -2.7476, 5.3583)  -0.131
Cl (-0.9656, 0.2075, -2.4553)  -0.100
O (-2.2906, 4.3342, -0.4855)  -0.440
O (1.1712, -5.6980, 6.7855)  -0.919
O (-1.0849, -1.6237, -4.7133)  -0.624
O (1.7233, -5.1534, 10.1797)  -0.908
O (4.5065, 0.1276, -3.4222)  -0.388
O (3.3710, 4.2001, 2.5035)  -0.552
O (0.2567, 0.0714, -7.0035)  -0.342
O (-2.6966, -2.8512, -4.0224)  -0.502
O (-3.0691, 3.2595, 1.6183)  -0.400
O (-2.4367, -3.0760, -0.1477)  -0.572
O (5.3990, 3.4152, 2.3583)  -0.473
O (-0.4663, 3.1537, -1.0233)  -0.260
O (3.3020, -1.2974, -1.1338)  -0.367
O (-1.9919, 3.7220, -2.8191)  -0.516
O (-1.4465, -1.8395, -2.5872)  -0.370
O (5.1180, 5.6036, 2.1330)  -0.573
N (-4.0792, -0.4500, -2.5905)  -0.459
N (-3.8901, -0.4706, 2.2821)  -0.467
N (-1.7506, -2.1103, -3.7886)  0.810
C (-1.4900, -2.4947, 2.1381)  -0.954
C (-1.6318, 3.7488, -1.6377)  0.616
C (-4.1139, 0.5897, -3.1599)  0.525
C (2.0825, -0.6196, -1.4017)  -0.743
C (4.9768, -1.1122, -2.8936)  -0.484
C (-2.4589, 3.1206, 0.3355)  0.321
C (-3.9277, 2.1122, 1.9151)  -0.730
C (1.9411, -0.3761, 4.1129)  -0.635
C (4.7767, 1.2225, -2.5555)  -0.744
C (-4.1736, 1.9024, -3.8795)  -0.869
C (-3.8514, -1.5671, 1.2365)  -0.961
C (-0.8950, 2.6782, 0.3026)  0.418
C (4.5940, 4.5068, 2.3239)  0.780
C (-3.2103, 0.6993, 1.6498)  0.432
C (3.8355, -1.9276, -2.2958)  -0.466
C (2.5226, -1.7380, 4.4314)  -0.580
C (-2.3693, -2.0278, 0.8695)  1.762
Be (-1.6230, -4.9503, 3.4735)  -0.041
H (-4.4314, 2.6982, -3.1795)  0.276
H (4.4876, 1.0071, -1.5250)  0.313
H (-0.2335, 3.1730, 1.1075)  0.038
H (-0.8560, 1.5418, 0.3759)  -0.277
H (4.2004, 2.0817, -2.9025)  0.246
H (-4.8983, -0.2266, 2.3287)  0.340
H (-4.4668, -1.2517, 0.3239)  0.271
H (3.0505, -2.1069, -3.0388)  0.224
H (5.4068, -1.6720, -3.7304)  0.378
H (-1.8763, -1.9896, 3.0841)  0.483
H (-4.4216, -2.4582, 1.7020)  0.343
H (-3.1413, 2.5027, -0.3664)  0.126
H (2.1534, 0.0126, -2.2893)  0.391
H (-3.2514, 0.5252, 0.5053)  0.062
H (-2.1054, 0.7954, 1.9261)  -0.091
H (-3.2037, 2.1239, -4.3274)  0.205
H (-1.7557, -1.1841, 0.3668)  -0.612
H (2.7956, -2.2800, 3.5239)  0.317
H (-4.9293, 1.8603, -4.6657)  0.389
H (1.2752, -1.3476, -1.5300)  0.426
H (-2.0136, -2.6798, -0.9363)  0.503
H (-0.3782, -2.2179, 1.8825)  0.266
H (5.7698, -0.9475, -2.1567)  0.313
H (1.5729, 0.1217, 5.0113)  0.496
H (-4.1054, 2.1646, 3.0560)  0.354
H (-0.4857, -0.4532, -6.6100)  0.475
H (4.6534, 2.8067, 2.5176)  0.286
H (1.8480, 0.0118, -0.5418)  0.193
H (4.2266, -2.8999, -1.9795)  0.397
H (2.7102, 0.2604, 3.6614)  0.324
H (3.4203, -1.6240, 5.0419)  0.391
H (0.7243, 0.6011, -6.3167)  0.439
H (5.8403, 1.4744, -2.5969)  0.342
H (-1.5544, -3.6491, 2.3065)  -0.043
H (-4.9578, 2.2160, 1.4362)  0.329
H (-0.0556, 0.6375, -7.7431)  0.466

---

No. 4
DFT (the ωB97M-V functional and the def2-TZVPD basis) results for C5H6N2O2 in the gas phase.

Output
- E_HOMO: -9.3 eV
- Charge: 0
- SMILES: N#CCC[C@H](O)C#[N+][O-]

Each line ends with the Mulliken charge.
Geometry (Å):
O (3.3946, 0.6719, 0.2225)  -0.665
O (-0.8173, 1.4400, -0.9976)  -0.535
N (1.6978, -2.1025, -0.1991)  -0.550
N (2.2333, 0.7205, 0.1583)  0.625
C (1.0954, 0.5221, 0.1429)  -0.020
C (-0.7250, -1.2179, -0.2452)  -0.556
C (-0.2486, 1.0473, 0.2514)  -0.201
C (0.6455, -1.6018, -0.1324)  0.416
C (-1.1763, -0.1638, 0.6532)  -0.635
H (-0.7460, -0.8181, -1.2687)  0.287
H (-1.0435, -0.2786, 1.6956)  0.387
H (-2.2721, 0.0319, 0.3019)  0.272
H (-1.2891, -2.1897, -0.2832)  0.343
H (-0.4352, 1.7416, 0.9734)  0.510
H (-0.3136, 2.1973, -1.2731)  0.323

---

Q: Which molar mass values were calculated for the entries above? A: 669.70, 219.28, 784.70, 126.11, in g mol⁻¹.
Q: Which largest force on an atom values were calculated for the entries above? A: 0.10390, 0.17564, 0.10840, 0.09016, in Eh/bohr.